1.
Entry from OMol25: 2 unconnected molecules or ions with the total composition C7H8N2O4 (wB97M-V/def2-TZVPD).

XYZ file:
```
21
Properties=species:S:1:pos:R:3:forces:R:3:lowdin_charge:R:1
C 0.986908 -0.378030 1.650192 -1.66 -3.93 -1.95 -0.072
C 0.333124 -1.639322 1.416068 0.73 0.43 -1.34 -0.017
C -0.134462 -0.993622 -0.859736 0.66 -0.42 -0.77 0.005
C 0.664424 0.142546 -0.669801 -2.88 0.59 -0.22 -0.216
C 0.565651 1.214788 -1.696708 1.53 -0.28 -1.31 -0.113
C 1.121730 0.468734 0.603561 1.54 1.81 -0.05 -0.089
C -0.203482 -1.975435 0.121032 0.68 0.81 1.39 -0.309
N 1.067796 2.341329 -1.397209 -0.59 0.09 -0.89 -0.009
N -2.866247 0.250634 1.311780 -1.38 -1.89 1.68 -0.099
O -2.112968 -0.560826 1.769944 -0.49 1.45 -0.89 0.012
O -2.353961 1.267366 0.663631 -1.54 1.07 -0.45 0.066
O -0.791522 -3.153783 -0.278199 0.58 0.05 1.61 0.048
O 1.066204 3.215243 -2.519407 0.29 -0.06 1.55 -0.065
H 1.501419 -0.441699 2.550383 0.76 1.18 1.59 0.087
H 0.466620 -2.288988 2.272989 -0.67 -0.62 -0.35 0.106
H -0.609233 -1.232018 -1.835264 0.45 0.36 0.69 0.141
H 0.328104 1.041451 -2.797784 -0.14 -0.12 1.59 0.155
H -1.451696 1.104014 0.503310 2.93 -0.41 -0.23 0.045
H 1.672442 1.413105 0.741028 -0.32 -0.53 -0.20 0.117
H -0.656486 -3.767884 0.469247 -0.37 0.10 -0.59 0.119
H 1.405636 3.972396 -2.019056 -0.10 0.32 -0.87 0.088
```
Forces are in eV/Å.

Calculated values
Energy relative to the best compared isomer or geometry (same formula, charge and spin), kJ/mol: 538.5
Structure (SMILES): O/N=C/c1cccc(O)c1.O=NO
Max |F|, eV/A: 4.69
Highest occupied orbital energy, eV: -8.8
Total charge: 0
2S+1: 1

---

2.
Entry from OMol25: CH3NOS in the gas phase (wB97M-V/def2-TZVPD).

XYZ file:
```
7
Properties=species:S:1:pos:R:3:forces:R:3:lowdin_charge:R:1
C -2.231074 -0.499165 0.089259 -0.98 3.00 -1.48 -0.331
N 0.403013 0.454029 -0.044897 -0.08 -0.17 -2.25 -0.418
O -3.432925 -0.450834 0.023791 3.39 -0.83 0.60 -0.003
S -1.072755 1.299455 -0.050680 -1.63 -2.03 0.00 0.680
H -1.409393 -1.277664 0.015057 -0.95 0.24 0.34 0.083
H 0.712184 0.477191 0.849589 1.10 -0.31 3.56 -0.049
H 1.206389 0.849182 -0.534890 -0.85 0.09 -0.78 0.037
```
Forces are in eV/Å.

Calculated values
Energy relative to the best compared isomer or geometry (same formula, charge and spin), kJ/mol: 199.1
Structure (SMILES): NSC=O
Max |F|, eV/A: 3.74
Highest occupied orbital energy, eV: -8.9
Total charge: 0
2S+1: 1

---

3.
Entry from OMol25: 11 unconnected molecules or ions with the total composition C31H84O11 (wB97M-V/def2-TZVPD).

XYZ file:
```
126
Properties=species:S:1:pos:R:3:forces:R:3:lowdin_charge:R:1
C 0.731132 -0.781803 -0.427009 0.47 0.58 0.20 -0.086
C 1.315252 0.628657 -0.211099 0.45 -1.11 -0.99 -0.335
O 0.271792 1.549947 -0.434479 0.13 0.34 0.46 -0.079
H 0.094152 -0.913313 0.447671 -0.21 -0.73 -0.21 0.069
H 1.475822 -1.569933 -0.538339 0.10 0.00 0.50 0.069
H 0.155192 -0.813353 -1.351879 -0.19 0.24 0.15 0.073
H 2.134262 0.812627 -0.906419 -0.14 0.25 -0.15 0.106
H 1.727422 0.746067 0.791121 0.05 -0.09 0.14 0.106
H -0.244928 1.409187 0.362261 -0.67 0.53 -0.10 0.078
C -0.665088 4.692957 6.298441 0.00 -0.43 -0.31 -0.086
C -2.023318 4.239837 5.681171 0.59 0.98 0.75 -0.322
O -1.896458 3.101897 4.861531 -0.07 -0.14 -0.11 -0.072
H -0.250968 3.906817 6.929781 -0.39 -0.07 0.41 0.063
H -0.724548 5.621637 6.866001 -0.32 -0.09 0.12 0.065
H 0.167462 4.830947 5.608571 -0.44 0.14 -0.68 0.064
H -2.524608 5.031677 5.124571 0.50 0.13 -0.49 0.103
H -2.740768 4.111867 6.491731 0.07 -0.53 0.29 0.102
H -2.131758 2.319667 5.365851 0.05 -0.02 0.02 0.082
C -2.227918 10.185807 -2.458679 -0.82 -1.30 0.81 -0.032
C -2.603598 8.683827 -2.251949 1.58 -0.38 -0.60 -0.471
C -3.894218 8.255227 -2.838699 -1.19 0.01 -1.00 -0.085
O -1.581538 7.846787 -2.879019 0.04 0.46 0.45 -0.077
H -1.726148 10.429507 -3.395129 -0.10 -0.42 -0.01 0.080
H -1.601838 10.482067 -1.617039 -0.02 0.28 -0.16 0.071
H -3.199108 10.679277 -2.421409 0.27 0.59 0.08 0.066
H -2.625738 8.366117 -1.209519 0.18 0.76 0.38 0.128
H -3.753488 8.096997 -3.907929 -0.05 0.15 -0.13 0.087
H -4.689258 8.990937 -2.717219 -0.09 -0.01 0.16 0.077
H -4.242558 7.299097 -2.448109 0.06 0.02 0.18 0.080
H -1.508118 7.066107 -2.325169 0.15 -0.15 -0.14 0.077
C 4.711272 9.403977 -1.245569 0.40 -0.66 0.05 -0.057
C 5.210572 8.052147 -1.899749 -1.17 0.76 0.04 -0.436
C 5.237072 6.881697 -0.920459 -1.01 0.40 1.07 -0.067
O 4.338052 7.747917 -3.017629 0.82 0.11 0.01 -0.074
H 4.423892 10.100737 -2.032989 0.04 -0.08 0.02 0.072
H 5.419292 9.906147 -0.586309 0.61 -0.15 -0.30 0.067
H 3.880582 9.275417 -0.551649 -0.44 -0.43 -0.36 0.065
H 6.180792 8.241107 -2.359159 -0.04 -0.15 -0.05 0.128
H 5.005032 5.895787 -1.323229 0.70 0.12 -0.48 0.078
H 4.394942 7.036547 -0.245969 -0.42 0.09 0.09 0.064
H 6.046292 6.870307 -0.190279 0.50 -0.08 -0.53 0.077
H 3.438302 7.552577 -2.745779 0.00 0.06 0.43 0.083
C -3.150428 2.010107 -6.852249 1.11 2.31 -0.73 -0.069
C -4.001898 1.519467 -7.973019 0.10 -1.09 -0.62 -0.515
C -3.256638 1.345217 -9.320829 -0.31 1.71 0.29 -0.054
O -4.399418 0.228827 -7.602069 -0.75 -1.30 0.09 -0.063
H -2.867868 3.004587 -7.197629 0.31 0.52 0.36 0.078
H -2.188958 1.497347 -6.824509 -0.14 -0.44 0.23 0.084
H -3.567018 2.154587 -5.855419 -0.34 -0.52 -0.26 0.086
H -4.908808 2.099037 -8.145369 0.05 0.17 0.19 0.140
H -2.288618 0.854227 -9.220989 -0.13 -0.35 0.12 0.080
H -3.037428 2.338767 -9.711859 0.16 0.14 -0.17 0.074
H -3.907188 0.877097 -10.059579 0.12 -0.28 0.22 0.082
H -3.554258 -0.220213 -7.677339 -0.19 -0.85 0.29 0.078
C -7.251618 0.688697 -0.734709 -1.41 1.12 -0.26 -0.056
C -8.470638 0.141787 -1.541899 1.32 -1.42 1.83 -0.515
C -9.812768 0.433747 -0.863919 0.15 1.26 -0.57 -0.055
O -8.475538 0.595477 -2.863059 -0.76 0.60 -0.39 -0.033
H -7.130568 0.322547 0.284791 -0.19 -0.53 -0.18 0.074
H -7.562278 1.725007 -0.601829 0.81 0.50 -0.05 0.070
H -6.311418 0.596017 -1.278349 -0.09 0.06 -0.02 0.072
H -8.294068 -0.931543 -1.472089 -0.43 -0.52 -0.61 0.119
H -10.635138 0.330077 -1.571779 -0.02 -0.73 0.11 0.078
H -9.894128 1.496157 -0.634199 0.34 0.32 0.10 0.071
H -9.978188 -0.057823 0.094771 0.11 -0.44 -0.34 0.081
H -7.657398 0.443227 -3.341669 0.17 -0.20 0.38 0.093
C 5.927802 -3.602193 -8.089709 1.75 0.80 -0.24 -0.074
C 6.162432 -3.511953 -6.569299 -2.42 1.16 -0.91 -0.451
C 5.397722 -2.240953 -6.030909 0.14 -1.12 0.68 -0.057
O 5.490122 -4.666603 -6.082109 -0.15 0.01 1.34 -0.072
H 6.442562 -4.468133 -8.505959 0.06 -0.12 -0.04 0.070
H 6.368342 -2.721943 -8.557899 0.13 0.05 -0.26 0.072
H 4.896792 -3.640783 -8.441299 -0.15 -0.03 0.76 0.084
H 7.171602 -3.439783 -6.163759 0.34 -0.28 -0.69 0.130
H 5.691182 -1.248343 -6.372559 0.33 -0.36 -0.67 0.073
H 5.548032 -2.173123 -4.953459 -0.15 -0.23 0.18 0.067
H 4.331692 -2.383453 -6.208049 -0.01 0.06 -0.06 0.076
H 5.905572 -5.453723 -6.441869 0.12 0.05 -0.08 0.082
C -4.765888 -8.006653 2.063311 -0.37 0.93 1.40 -0.080
C -5.201638 -7.395863 0.795151 1.20 1.37 -0.63 -0.527
C -4.393308 -6.050703 0.485501 -0.86 -1.34 0.43 -0.032
O -4.948188 -8.383163 -0.147669 -0.15 -0.62 -1.90 -0.049
H -3.694538 -8.187303 2.150861 -0.05 -0.17 -0.41 0.088
H -5.353518 -8.913123 2.208581 0.21 0.07 0.43 0.088
H -4.993798 -7.212533 2.774321 -0.09 -0.46 0.87 0.082
H -6.283028 -7.259583 0.783461 -0.11 0.62 0.42 0.134
H -4.707128 -5.259903 1.166861 -0.01 0.05 -0.03 0.067
H -4.508678 -5.715263 -0.545169 -0.14 -0.09 0.04 0.067
H -3.341198 -6.268943 0.668621 0.04 0.05 -0.08 0.071
H -5.681298 -8.298493 -0.761669 0.33 -0.41 -0.55 0.090
C -1.373598 -3.563383 7.290171 1.18 -0.64 -0.93 -0.069
C -2.526308 -2.976173 7.992171 -0.71 1.77 1.45 -0.496
C -2.035508 -2.009113 9.066031 0.32 0.22 1.46 -0.075
O -3.326188 -2.123873 7.164101 -0.15 -0.25 -1.16 -0.065
H -0.781848 -2.792123 6.797121 -0.44 0.21 -0.55 0.091
H -1.647858 -4.366223 6.605821 0.02 0.23 -0.24 0.084
H -0.591058 -3.960543 7.936681 -0.49 -0.30 0.59 0.083
H -3.259258 -3.691883 8.364521 0.61 -0.56 0.43 0.137
H -1.688878 -1.062413 8.651661 0.06 -0.21 -0.52 0.082
H -1.231378 -2.355023 9.715511 0.18 -0.45 -0.18 0.073
H -2.793308 -1.699453 9.785721 -0.49 -0.18 -0.17 0.072
H -4.186288 -2.100843 7.589881 -0.09 0.18 -0.19 0.084
C 3.037342 -8.825763 -0.364229 -0.01 -0.31 -0.39 -0.063
C 4.559692 -8.559873 -0.470159 -1.59 -0.28 -0.59 -0.510
C 5.240652 -9.383563 -1.545799 -0.06 -1.54 0.51 -0.062
O 4.772222 -7.232913 -0.795999 0.51 2.18 0.62 -0.052
H 2.530742 -8.773083 -1.327909 0.13 -0.04 -0.26 0.072
H 2.531652 -8.089993 0.261091 0.34 0.07 0.18 0.075
H 2.832342 -9.813043 0.049711 0.04 -0.09 0.03 0.073
H 4.856702 -8.685913 0.570991 0.98 -0.13 -0.24 0.137
H 4.711202 -9.291623 -2.494129 -0.06 0.30 -0.05 0.080
H 5.178142 -10.443733 -1.300399 -0.05 -0.22 0.02 0.075
H 6.302132 -9.199403 -1.711429 -0.10 0.47 0.24 0.080
H 4.561122 -7.011393 -1.705929 -0.14 -0.40 -0.09 0.094
C 6.571972 -0.131133 6.565231 -2.37 0.65 0.51 -0.071
C 7.339432 0.516077 7.722841 -0.63 -2.69 -0.38 -0.509
C 7.253982 -0.441323 8.909781 -1.77 0.84 0.70 -0.072
O 8.650162 0.551057 7.318731 2.51 1.46 -0.42 -0.050
H 6.421302 0.471727 5.669711 1.06 -0.11 -0.24 0.079
H 5.519082 -0.229393 6.829581 -0.35 -0.08 0.53 0.069
H 6.835222 -1.177153 6.408301 0.66 0.24 -0.35 0.081
H 7.000022 1.510787 8.011701 0.10 0.01 -0.28 0.144
H 6.210892 -0.451753 9.225921 -0.31 0.01 0.16 0.073
H 7.773842 -0.043253 9.781211 0.51 -0.42 -0.18 0.081
H 7.418822 -1.490843 8.666001 0.74 0.15 -0.07 0.081
H 8.970782 -0.334853 7.134441 -0.15 -0.07 0.03 0.093
```
Forces are in eV/Å.

Calculated values
Energy relative to the best compared isomer or geometry (same formula, charge and spin), kJ/mol: 539.1
Structure (SMILES): CC(C)O.CC(C)O.CC(C)O.CC(C)O.CC(C)O.CC(C)O.CC(C)O.CC(C)O.CC(C)O.CCO.CCO
Max |F|, eV/A: 2.94
Highest occupied orbital energy, eV: -9.9
Total charge: 0
2S+1: 1

---

4.
Entry from OMol25: C2H5N3OS in the gas phase (wB97M-V/def2-TZVPD).

XYZ file:
```
12
Properties=species:S:1:pos:R:3:forces:R:3:lowdin_charge:R:1
C -0.418805 1.667002 -0.730090 -1.96 0.86 1.72 -0.440
C 1.409642 -0.914550 -0.016086 2.65 -2.31 0.01 -0.452
H -2.333785 0.484867 1.409071 1.74 1.04 -3.07 0.182
H -0.035635 2.653422 -1.005853 0.39 -0.62 -0.31 0.076
H -0.607583 -1.121516 0.260962 1.42 0.05 -1.77 0.118
H 2.001610 -0.420103 -0.771454 0.75 0.62 0.38 0.085
H 1.202697 -2.183982 1.374118 1.10 0.50 -0.46 0.055
N -1.227937 1.784888 0.298632 1.36 -0.87 -1.46 -0.059
N 0.151487 -1.020286 -0.497756 -3.69 0.90 1.15 -0.341
N 1.974688 -1.650599 0.880059 -1.99 0.76 0.21 0.069
O -1.836905 0.553956 0.473276 -2.09 -0.95 3.44 -0.214
S -0.279474 0.166900 -1.674877 0.30 0.03 0.16 0.921
```
Forces are in eV/Å.

Calculated values
Energy relative to the best compared isomer or geometry (same formula, charge and spin), kJ/mol: 407.2
Structure (SMILES): [H]/N=C\NS/C=N\O
Max |F|, eV/A: 4.13
Highest occupied orbital energy, eV: -9.6
Total charge: 0
2S+1: 1

---

> 2S+1 of number 1 (C7H8N2O4)?

1

---

> The highest highest occupied orbital energy belongs to which entry?

C7H8N2O4